The following is a quantum chemistry calculation of an isolated molecule of C3H8N2O2, from the OMol25 dataset.

Structure (XYZ):
```
15
Properties=species:S:1:pos:R:3:forces:R:3:mulliken_charge:R:1
H 0.327066 -1.692136 2.689253 1.004 -2.992 3.995 0.23
N 0.269158 -1.126596 1.956684 3.877 0.020 -3.351 -0.48
C -0.771526 -0.538838 1.967284 -5.604 3.216 -0.483 0.02
N -1.185717 0.219905 0.823667 -0.167 -0.441 0.666 -0.31
O -0.195470 0.990815 0.170558 -0.365 0.037 -0.361 -0.26
C -0.179858 0.853662 -1.308184 0.131 -3.359 1.070 -0.47
C 1.197686 0.238779 -1.646523 1.111 1.126 -0.264 -0.25
O 1.318221 -0.937234 -0.891312 -0.576 0.196 1.827 -0.54
H -1.578828 -0.573276 2.822985 1.213 0.082 -1.743 0.25
H -1.995523 0.762709 1.055549 -0.138 0.765 -0.143 0.27
H -0.906706 0.053618 -1.591178 0.306 0.618 0.420 0.25
H -0.505659 1.738522 -1.754067 0.001 1.697 -0.589 0.42
H 1.333935 -0.161883 -2.650518 -0.773 0.580 -0.520 0.28
H 2.085859 1.026015 -1.614220 -1.567 -1.438 0.838 0.20
H 0.787359 -0.854060 -0.029979 1.547 -0.108 -1.360 0.41
```
Positions in Å, forces in eV/Å.

Values from the calculation:
* structure (SMILES): [H]/N=C/NOCCO
* lowest unoccupied orbital energy: 0.81 eV
* Kohn-Sham gap: 10.4 eV
* E_tot: -378.9709 hartree
* highest occupied orbital energy: -0.3513 Eh



The following is a quantum chemistry calculation of a cluster of 7 separate species, C22H62N4O7 in total, from the OMol25 dataset.

Structure (XYZ):
```
95
Properties=species:S:1:pos:R:3:forces:R:3:mulliken_charge:R:1
C 4.927628 -1.159282 3.286323 0.949 -1.278 1.225 -1.24
C 4.811630 -1.141286 1.822275 -1.574 -1.149 -0.531 0.05
O 4.112084 0.036287 1.474461 0.797 1.400 -1.182 -0.47
H 5.676394 -1.904131 3.555844 0.556 0.271 0.146 0.40
H 4.078802 -1.592278 3.815562 -0.525 0.688 -0.245 0.29
H 5.205565 -0.165832 3.638332 -0.037 -0.213 0.252 0.29
H 4.127864 -1.897301 1.436257 0.380 -0.896 0.270 -0.12
H 5.734784 -1.237441 1.250753 0.252 0.228 0.317 0.54
H 4.656538 0.307205 0.731654 -0.657 1.024 -0.259 0.23
C 0.564290 4.584988 2.264996 -0.463 -0.758 1.714 -1.02
C 1.036180 3.278871 2.923084 0.750 0.587 -0.161 0.36
O 2.338409 2.949539 2.410785 -0.504 -0.401 -0.443 -0.58
H 1.146704 5.405386 2.684330 0.481 0.047 -0.840 0.36
H -0.412530 4.803753 2.696343 -0.442 -0.085 -0.357 0.36
H 0.502039 4.476103 1.182243 0.246 0.368 0.100 0.10
H 0.347700 2.447781 2.770184 -0.132 0.011 -0.118 -0.19
H 1.195851 3.376356 3.996908 -0.535 0.316 0.138 0.31
H 2.251404 2.017898 2.196126 0.561 -0.190 0.008 0.31
C 0.332397 -1.028072 -0.127622 0.494 -0.311 -1.726 -0.96
C 0.659447 0.122758 0.776496 -0.205 -0.393 0.678 0.40
O 1.470362 -0.322821 1.864397 -1.184 0.409 0.000 -0.31
H 1.249073 -1.414139 -0.573445 0.307 -0.483 0.559 0.19
H -0.134298 -0.717864 -1.062537 -0.657 0.512 0.029 -0.09
H -0.281084 -1.847861 0.246134 0.234 0.184 0.475 0.39
H -0.275696 0.535627 1.154873 0.002 0.066 0.401 -0.46
H 1.126270 0.939203 0.225504 0.315 0.038 -0.165 0.65
H 2.385006 -0.065026 1.728089 0.573 -0.055 -0.317 0.19
C -1.102408 4.040333 -2.294466 -0.125 1.572 1.402 -1.57
C -0.325516 3.179808 -3.206527 -0.061 -1.274 1.149 0.74
C 0.789101 3.853968 -3.958169 -0.335 0.132 -0.583 -0.81
O 1.039681 3.143496 -5.141541 -0.252 -0.449 0.479 -0.33
C 1.823160 3.888535 -6.046783 0.552 0.800 0.161 -0.79
N -0.004810 1.836770 -2.684660 -1.302 1.126 -2.876 0.08
H -1.805501 3.585966 -1.596388 -0.009 -0.557 -0.436 0.35
H -1.638712 4.802357 -2.859985 -0.130 -0.177 -0.217 0.43
H -0.472004 4.643114 -1.640744 0.408 -0.041 0.038 0.41
H -0.982204 2.937496 -4.042071 -0.525 -0.784 -0.572 0.26
H 1.636339 3.948443 -3.278924 0.384 0.290 -0.236 0.49
H 0.345119 4.804092 -4.255220 0.385 0.523 0.378 0.42
H 1.391819 4.840489 -6.356313 -0.990 -0.167 -0.293 0.33
H 2.030594 3.264175 -6.915828 0.261 0.157 0.306 0.25
H 2.678819 4.298339 -5.510114 0.803 -0.722 -0.228 0.34
H 0.058216 1.245653 -3.501188 1.984 -0.405 -0.804 0.45
H -0.758861 1.292168 -2.291075 -1.416 -0.196 2.758 -0.08
C -2.550719 -0.511681 -4.085677 0.737 0.288 -0.129 -1.45
C -3.190263 0.545918 -3.203825 -0.390 0.087 -0.355 0.65
C -4.722903 0.385261 -3.148166 -0.703 -0.627 -1.362 -0.95
O -5.295425 1.244962 -2.276725 -2.131 2.355 2.576 -0.32
C -6.786095 1.181137 -2.184873 1.662 -0.941 0.216 -0.78
N -2.574027 0.553488 -1.864318 -0.448 -0.809 -0.314 -0.58
H -1.469841 -0.418229 -3.980480 0.303 -0.050 0.075 0.33
H -2.714367 -0.324811 -5.146993 -0.424 -0.186 0.074 0.40
H -2.759862 -1.548839 -3.823636 -0.395 0.097 0.013 0.41
H -2.873347 1.518368 -3.580658 -0.714 0.271 -0.557 -0.01
H -5.043350 -0.624090 -2.890029 0.583 -0.721 0.136 0.41
H -5.293826 0.594354 -4.052835 0.961 -0.343 -1.231 0.48
H -7.316483 1.333153 -3.124912 0.448 0.571 -0.238 0.31
H -7.107366 1.855085 -1.390724 0.241 0.066 -0.332 0.25
H -7.049962 0.160991 -1.905957 0.042 -0.138 0.282 0.34
H -3.272654 0.962339 -1.260285 -0.027 0.801 0.415 0.24
H -2.642471 -0.410491 -1.570775 0.612 -0.540 0.394 0.29
C -3.675382 -1.490330 4.979807 0.461 -0.568 -0.424 -1.45
C -2.165361 -1.385896 4.885229 0.983 0.270 -1.010 0.44
C -1.539066 -0.514903 3.761347 -1.333 0.043 0.251 -0.49
O -1.895302 0.875306 3.908080 0.238 -0.060 0.289 -0.41
C -2.541050 1.533610 2.856921 0.006 0.196 -0.730 -0.56
N -1.659851 -0.925337 6.147865 0.283 0.994 0.541 -0.82
H -4.148019 -0.638921 5.469516 0.216 0.061 -0.080 0.28
H -3.837508 -2.382013 5.585378 -0.459 0.098 -0.011 0.38
H -4.095641 -1.634388 3.984459 -0.261 -0.062 0.033 0.34
H -1.659876 -2.329735 4.680910 -0.594 -0.622 -0.047 0.47
H -1.881597 -0.904568 2.802741 0.174 0.113 -0.358 0.34
H -0.465171 -0.643862 3.896341 0.140 0.313 -0.463 0.14
H -1.899498 1.814647 2.021734 0.698 -0.478 -0.288 0.01
H -2.888638 2.531298 3.125081 -0.286 -0.277 0.860 0.35
H -3.364929 0.969371 2.419949 -0.252 -0.171 0.200 0.33
H -1.747884 0.067022 5.981843 -0.421 0.800 1.008 0.32
H -0.651182 -0.977222 6.144357 0.416 -0.598 0.157 0.31
C 1.458559 -4.678417 1.498972 -1.224 1.237 -0.105 -0.99
C 2.094400 -5.252559 0.238580 1.240 -0.773 2.109 0.32
C 2.792961 -4.293801 -0.678966 0.646 0.551 -1.939 0.14
O 3.425486 -5.057170 -1.778858 -0.259 1.940 0.384 -0.39
C 4.279436 -4.261867 -2.654911 0.025 -1.606 0.279 -0.75
N 3.113325 -6.125570 0.856284 0.254 -1.057 -0.835 -0.76
H 0.767448 -3.853208 1.327216 0.105 0.404 -0.314 0.05
H 2.207746 -4.316364 2.203054 0.145 0.003 -0.127 0.20
H 0.818208 -5.366509 2.050865 0.433 -0.563 -0.266 0.41
H 1.413866 -5.931616 -0.275082 -0.087 0.355 -0.312 0.35
H 3.590671 -3.683898 -0.254970 0.295 -0.417 0.933 -0.11
H 2.158459 -3.486338 -1.044349 -0.675 -0.264 -0.645 0.13
H 3.782621 -3.603678 -3.367690 -0.519 -0.027 0.217 0.28
H 4.810548 -5.034034 -3.211481 -0.152 0.073 -0.313 0.29
H 5.094600 -3.710027 -2.186852 -0.292 0.198 0.759 0.29
H 3.874482 -5.576679 1.229727 -0.047 0.387 0.309 0.26
H 3.560460 -6.622881 0.099413 0.131 -0.443 -0.123 0.31
```
Positions in Å, forces in eV/Å.

Values from the calculation:
* multiplicity: 2
* lowest unoccupied orbital energy (alpha / beta): -2.50 / -7.95 eV
* charge: +1
* Kohn-Sham gap (alpha / beta): 8.3 / 2.8 eV
* E_tot: -1620.5872 hartree
* highest occupied orbital energy (alpha / beta): -0.3968 / -0.3968 Eh



> Which value of E_tot does entry 1 give?

-378.9709 hartree



Please write out number 1 again, unchanged.
The following is a quantum chemistry calculation of an isolated molecule of C3H8N2O2, from the OMol25 dataset.

Structure (XYZ):
```
15
Properties=species:S:1:pos:R:3:forces:R:3:mulliken_charge:R:1
H 0.327066 -1.692136 2.689253 1.004 -2.992 3.995 0.23
N 0.269158 -1.126596 1.956684 3.877 0.020 -3.351 -0.48
C -0.771526 -0.538838 1.967284 -5.604 3.216 -0.483 0.02
N -1.185717 0.219905 0.823667 -0.167 -0.441 0.666 -0.31
O -0.195470 0.990815 0.170558 -0.365 0.037 -0.361 -0.26
C -0.179858 0.853662 -1.308184 0.131 -3.359 1.070 -0.47
C 1.197686 0.238779 -1.646523 1.111 1.126 -0.264 -0.25
O 1.318221 -0.937234 -0.891312 -0.576 0.196 1.827 -0.54
H -1.578828 -0.573276 2.822985 1.213 0.082 -1.743 0.25
H -1.995523 0.762709 1.055549 -0.138 0.765 -0.143 0.27
H -0.906706 0.053618 -1.591178 0.306 0.618 0.420 0.25
H -0.505659 1.738522 -1.754067 0.001 1.697 -0.589 0.42
H 1.333935 -0.161883 -2.650518 -0.773 0.580 -0.520 0.28
H 2.085859 1.026015 -1.614220 -1.567 -1.438 0.838 0.20
H 0.787359 -0.854060 -0.029979 1.547 -0.108 -1.360 0.41
```
Positions in Å, forces in eV/Å.

Values from the calculation:
* structure (SMILES): [H]/N=C/NOCCO
* lowest unoccupied orbital energy: 0.81 eV
* Kohn-Sham gap: 10.4 eV
* E_tot: -378.9709 hartree
* highest occupied orbital energy: -0.3513 Eh



> Number 1 is which compound?

C3H8N2O2